{"formula": "C34H49Cl2N2O2P3W", "method": "the ωB97M-V functional and the def2-TZVPD basis", "elements": ["P", "C", "C", "H", "C", "H", "C", "H", "C", "H", "C", "H", "C", "C", "H", "C", "H", "C", "H", "C", "H", "C", "H", "C", "C", "H", "C", "H", "C", "H", "C", "H", "C", "H", "W", "C", "C", "H", "C", "O", "H", "C", "H", "C", "Cl", "Cl", "P", "C", "H", "H", "H", "C", "H", "H", "H", "C", "H", "H", "H", "P", "C", "C", "H", "H", "H", "H", "H", "H", "C", "H", "H", "H", "H", "C", "N", "C", "C", "O", "N", "C", "C", "H", "H", "H", "H", "H", "H", "H", "H", "H", "H", "H", "H"], "coordinates": [[-1.005, 1.985, -3.185], [-2.707, 2.340, -2.909], [-2.879, 3.700, -3.332], [-2.000, 4.362, -3.323], [-4.104, 4.103, -3.837], [-4.226, 5.124, -4.215], [-5.192, 3.206, -3.834], [-6.163, 3.548, -4.215], [-5.060, 1.914, -3.280], [-5.948, 1.270, -3.235], [-3.829, 1.462, -2.783], [-3.707, 0.466, -2.330], [0.202, 2.859, -2.197], [-0.061, 3.787, -1.142], [-1.074, 3.861, -0.710], [0.993, 4.628, -0.711], [0.796, 5.373, 0.079], [2.268, 4.522, -1.321], [3.071, 5.203, -1.001], [2.539, 3.553, -2.304], [3.519, 3.479, -2.803], [1.530, 2.674, -2.691], [1.692, 1.891, -3.440], [-0.552, 0.318, -3.689], [-0.427, 0.644, -5.082], [-0.713, 1.664, -5.387], [0.120, -0.249, -5.990], [0.243, 0.056, -7.030], [0.504, -1.521, -5.532], [0.913, -2.234, -6.250], [0.341, -1.882, -4.179], [0.596, -2.899, -3.847], [-0.195, -0.989, -3.220], [-0.417, -1.351, -2.196], [-0.834, -0.410, 2.194], [1.213, -0.217, 2.462], [2.106, 0.038, 1.471], [1.580, -0.210, 3.477], [1.482, 0.145, 0.078], [2.122, -0.886, -0.738], [1.734, -0.851, -1.600], [0.073, -0.098, 0.342], [1.733, 1.136, -0.353], [-0.853, -1.129, 0.392], [-0.708, -2.151, 3.654], [-3.178, -0.161, 1.830], [-1.232, 1.917, 2.982], [-2.306, 1.536, 4.407], [-1.804, 0.827, 5.078], [-3.249, 1.082, 4.075], [-2.492, 2.490, 4.914], [0.218, 2.758, 3.644], [0.898, 3.034, 2.825], [0.751, 2.087, 4.333], [-0.150, 3.648, 4.175], [-2.112, 3.119, 1.941], [-2.902, 2.624, 1.350], [-1.383, 3.590, 1.264], [-2.543, 3.880, 2.618], [3.911, 0.310, 1.736], [4.114, 0.062, 3.492], [4.274, 1.982, 1.246], [3.763, -0.937, 3.758], [3.550, 0.814, 4.050], [5.171, 0.149, 3.748], [3.874, 2.208, 0.255], [5.356, 2.137, 1.224], [3.854, 2.699, 1.953], [4.843, -0.845, 0.754], [4.835, -1.824, 1.240], [5.878, -0.504, 0.662], [4.375, -0.933, -0.230], [-1.685, -1.162, -0.327], [-3.150, -4.307, 1.626], [-1.815, -4.822, 1.834], [-1.470, -5.308, 3.157], [-0.881, -4.389, 0.910], [-1.199, -3.686, -0.060], [0.436, -4.833, 1.184], [0.622, -6.265, 1.449], [1.481, -4.215, 0.382], [-3.851, -4.896, 2.243], [-3.399, -4.438, 0.558], [-3.225, -3.223, 1.895], [-1.590, -6.391, 3.222], [-0.468, -4.987, 3.426], [-2.150, -4.875, 3.887], [1.360, -6.675, 0.743], [1.047, -6.486, 2.449], [-0.317, -6.819, 1.279], [1.297, -4.452, -0.680], [1.455, -3.132, 0.587], [2.468, -4.624, 0.655]], "multiplicity": 3, "charge": 2, "homo_lumo_gap_ev": [6.437, 4.913]}